C15H27MnN5O6 as an isolated structure. Source: OMol25; level of theory: the ωB97M-V functional and the def2-TZVPD basis.

Summary:
F_max (eV/A): 6.06
Multiplicity: 6
Energy above the lowest of the compared OMol25 structures with the same formula, charge and spin (kJ/mol): 57.7
<S²>: 9.005
Orbital gap (alpha / beta) (eV): 5.98 / 6.55

```
54
C15H27MnN5O6, DFT the ωB97M-V functional and the def2-TZVPD basis
O -1.7371 2.8499 -3.3680
H -2.3063 3.3131 -3.9923
Mn -0.4868 0.2442 -1.0165
N -1.2803 1.4268 0.1750
N 0.9091 1.5462 -0.8046
N -1.4489 -1.3109 -0.6708
N 0.7634 -1.1902 -1.6522
O -2.4875 1.2798 0.6506
O -2.6246 -1.1679 0.0239
O 2.0463 -0.9569 -1.9330
O 2.1893 1.3561 -1.1247
C 0.5927 2.6937 -0.1015
C -0.7262 2.6641 0.4027
C -0.9521 -2.5324 -0.9344
C 0.3785 -2.4627 -1.4538
C -1.5300 3.7524 0.9861
H -2.0543 4.2673 0.1571
H -0.8702 4.4517 1.5144
H -2.3051 3.3723 1.6670
C 1.5663 3.7797 0.0369
H 1.9575 4.0875 -0.9441
H 2.4211 3.4724 0.6588
H 1.0805 4.6425 0.5080
C -1.7207 -3.7553 -0.6810
C 1.2510 -3.6346 -1.6664
H -2.7784 -3.5080 -0.5751
H -1.3779 -4.2819 0.2111
H -1.5639 -4.4169 -1.5252
H 2.2908 -3.3292 -1.7686
H 0.9634 -4.1780 -2.5733
H 1.1818 -4.3238 -0.8205
H -2.6443 -0.2212 0.3441
H 2.1865 0.1259 -1.5941
C 0.0830 1.9738 -3.9617
H -0.0511 3.0452 -4.0675
H -0.5820 1.2436 -4.4015
H 1.0600 1.5620 -3.7343
O -1.7458 0.6605 -2.2328
H -1.9188 1.9093 -3.0192
H -2.6244 0.5943 -1.7192
C 1.7041 -2.1720 4.9264
C 1.2365 -1.5551 3.6429
C -0.1274 -1.4571 3.3780
C -0.5468 -0.8985 2.1813
N 0.3447 -0.4673 1.2971
C 1.6465 -0.5265 1.5081
C 2.1377 -1.0754 2.6854
H 1.2631 -1.6712 5.7926
H 1.4221 -3.2273 4.9935
H 2.7890 -2.1095 5.0136
H -0.8899 -1.8107 4.0639
H -1.6060 -0.8321 1.9492
H 2.3134 -0.1237 0.7485
H 3.2086 -1.1178 2.8202
```

What are the natural (NBO) partial charges on each atom? They are as follows, in elementary charge units: number 1, O, carries -1.02; number 2, H, carries 0.47; number 3, Mn, carries 1.39; number 4, N, carries -0.10; number 5, N, carries -0.15; number 6, N, carries -0.15; number 7, N, carries -0.12; number 8, O, carries -0.58; number 9, O, carries -0.55; number 10, O, carries -0.53; number 11, O, carries -0.58; number 12, C, carries 0.19; number 13, C, carries 0.15; number 14, C, carries 0.23; number 15, C, carries 0.18; number 16, C, carries -0.67; number 17, H, carries 0.25; number 18, H, carries 0.22; number 19, H, carries 0.26; number 20, C, carries -0.66; number 21, H, carries 0.25; number 22, H, carries 0.24; number 23, H, carries 0.22; number 24, C, carries -0.67; number 25, C, carries -0.68; number 26, H, carries 0.26; number 27, H, carries 0.24; number 28, H, carries 0.24; number 29, H, carries 0.27; number 30, H, carries 0.24; number 31, H, carries 0.23; number 32, H, carries 0.49; number 33, H, carries 0.48; number 34, C, carries -0.54; number 35, H, carries 0.20; number 36, H, carries 0.16; number 37, H, carries 0.14; number 38, O, carries -1.05; number 39, H, carries 0.52; number 40, H, carries 0.47; number 41, C, carries -0.64; number 42, C, carries 0.01; number 43, C, carries -0.21; number 44, C, carries 0.04; number 45, N, carries -0.48; number 46, C, carries 0.05; number 47, C, carries -0.25; number 48, H, carries 0.23; number 49, H, carries 0.23; number 50, H, carries 0.22; number 51, H, carries 0.21; number 52, H, carries 0.22; number 53, H, carries 0.22; number 54, H, carries 0.22


A 7-piece molecular cluster, C17H36F18N3O7P2 overall. Source: OMol25; level of theory: the ωB97M-V functional and the def2-TZVPD basis.

Summary:
Net charge: -1
F_max (eV/A): 3.15
Orbital gap (eV): 3.61

```
83
C17H36F18N3O7P2, DFT the ωB97M-V functional and the def2-TZVPD basis
C -2.4512 4.2529 1.6857
C -1.9379 4.2739 3.0934
O -2.5273 4.7483 4.0023
N -0.6617 3.5301 3.3387
H -0.2402 3.3346 2.4150
H 0.0918 4.0829 3.7986
C -0.9016 2.2729 4.0765
H -1.9083 4.9880 1.0889
H -3.4814 4.5991 1.7255
H -2.4361 3.2540 1.2581
H -1.3587 1.5647 3.3920
H -1.4770 2.4409 4.9806
H 0.0541 1.8614 4.3937
C 5.1015 -2.3498 -0.0867
C 4.1984 -2.5444 -1.2565
O 3.4358 -3.4227 -1.4322
N 4.2377 -1.4193 -2.2739
H 5.0373 -0.7881 -2.1615
H 4.5051 -1.7877 -3.1943
C 2.9344 -0.6664 -2.4487
H 6.1367 -2.1112 -0.3319
H 5.1304 -3.2512 0.5182
H 4.6525 -1.5408 0.5009
H 2.4188 -1.2158 -3.2305
H 3.1180 0.3530 -2.7720
H 2.3591 -0.6829 -1.5262
C -3.0171 -1.1508 2.2412
C -3.0837 -0.9007 0.7709
O -3.5342 0.0369 0.2102
N -2.6899 -2.1134 -0.0326
H -2.5744 -2.9353 0.5951
H -3.4722 -2.4503 -0.6000
C -1.4411 -1.8831 -0.8172
H -2.0069 -1.4481 2.5293
H -3.6949 -1.9519 2.5354
H -3.2628 -0.1993 2.7080
H -1.1274 -2.7856 -1.3229
H -0.7588 -1.4879 -0.0677
H -1.6387 -1.0564 -1.4973
C -1.7049 -4.9324 1.4571
O -0.6973 -3.9105 1.3313
O -2.8588 -4.3900 1.7873
C -1.7327 -5.7411 0.1472
F -0.5367 -6.3792 0.0165
F -2.7210 -6.6281 0.1497
F -1.8626 -4.9972 -0.9797
C 0.5470 -4.0511 1.9422
C 1.3996 -2.8487 1.5512
H 1.4820 -2.8620 0.4629
H 1.0249 -1.9135 1.9646
H 2.4184 -2.9388 1.9423
H 1.0949 -4.9509 1.6263
H 0.5171 -4.1419 3.0378
H -1.4087 -5.6691 2.2325
C -1.9705 1.5232 -7.0946
O -1.4026 1.9485 -5.7835
O -1.2869 2.0323 -8.0765
C -2.1979 0.0197 -7.1477
F -1.1117 -0.7132 -7.4277
F -2.6757 -0.4440 -5.9452
F -3.1616 -0.2962 -8.0326
C -0.2983 1.2156 -5.3110
C 0.0788 1.9111 -4.0076
H 0.3536 2.9453 -4.1952
H -0.7550 1.8005 -3.3183
H 0.9656 1.4311 -3.5663
H 0.4893 1.3284 -6.0743
H -0.4463 0.1336 -5.1850
H -2.9496 2.0377 -7.0268
P 0.9119 1.5667 0.6228
F -0.2819 2.6769 0.6567
F 1.7322 2.4273 -0.4878
F 1.6329 2.3090 1.8334
F 2.0780 0.4322 0.5439
F 0.0417 0.6331 1.6116
F 0.2053 0.8937 -0.6953
P 1.9557 5.0300 5.5025
F 2.1354 5.9837 4.2366
F 2.0686 3.7096 4.5680
F 3.5183 5.0804 5.8159
F 1.7598 4.0208 6.7721
F 1.6228 6.2629 6.4949
F 0.2985 5.0045 5.2413
```

What are the Löwdin partial charges on each atom? They are as follows, in elementary charge units: number 1, C, carries 0.02; number 2, C, carries -0.41; number 3, O, carries 0.17; number 4, N, carries 0.07; number 5, H, carries 0.12; number 6, H, carries 0.12; number 7, C, carries 0.01; number 8, H, carries 0.11; number 9, H, carries 0.09; number 10, H, carries 0.08; number 11, H, carries 0.08; number 12, H, carries 0.11; number 13, H, carries 0.11; number 14, C, carries 0.03; number 15, C, carries -0.41; number 16, O, carries 0.20; number 17, N, carries 0.08; number 18, H, carries 0.18; number 19, H, carries 0.19; number 20, C, carries 0.04; number 21, H, carries 0.10; number 22, H, carries 0.10; number 23, H, carries 0.11; number 24, H, carries 0.11; number 25, H, carries 0.11; number 26, H, carries 0.08; number 27, C, carries 0.03; number 28, C, carries -0.41; number 29, O, carries 0.18; number 30, N, carries 0.08; number 31, H, carries 0.09; number 32, H, carries 0.19; number 33, C, carries 0.01; number 34, H, carries 0.10; number 35, H, carries 0.10; number 36, H, carries 0.09; number 37, H, carries 0.09; number 38, H, carries 0.08; number 39, H, carries 0.10; number 40, C, carries -0.51; number 41, O, carries -0.12; number 42, O, carries -0.17; number 43, C, carries -0.55; number 44, F, carries 0.11; number 45, F, carries 0.16; number 46, F, carries 0.11; number 47, C, carries -0.28; number 48, C, carries -0.07; number 49, H, carries 0.06; number 50, H, carries 0.06; number 51, H, carries 0.07; number 52, H, carries 0.12; number 53, H, carries 0.12; number 54, H, carries 0.15; number 55, C, carries -0.55; number 56, O, carries -0.12; number 57, O, carries -0.18; number 58, C, carries -0.57; number 59, F, carries 0.12; number 60, F, carries 0.07; number 61, F, carries 0.12; number 62, C, carries -0.33; number 63, C, carries -0.08; number 64, H, carries 0.08; number 65, H, carries 0.07; number 66, H, carries 0.04; number 67, H, carries 0.11; number 68, H, carries 0.10; number 69, H, carries 0.13; number 70, P, carries 0.18; number 71, F, carries -0.17; number 72, F, carries -0.16; number 73, F, carries -0.12; number 74, F, carries -0.18; number 75, F, carries -0.15; number 76, F, carries -0.18; number 77, P, carries 0.16; number 78, F, carries -0.14; number 79, F, carries -0.17; number 80, F, carries -0.14; number 81, F, carries -0.18; number 82, F, carries -0.16; number 83, F, carries -0.21


C30H44Br2MoN2P2 as an isolated structure. Source: OMol25; level of theory: the ωB97M-V functional and the def2-TZVPD basis.

Summary:
Net charge: +4
F_max (eV/A): 4.64
Multiplicity: 3
<S²>: 2.461
Orbital gap (alpha / beta) (eV): 6.43 / 5.01

```
81
C30H44Br2MoN2P2, DFT the ωB97M-V functional and the def2-TZVPD basis
N 5.9066 0.3244 -3.9953
C 5.3973 -0.7965 -3.4735
C 4.0397 -1.1180 -3.5714
C 3.1560 -0.2019 -4.1865
C 3.7063 0.9930 -4.6945
C 5.0871 1.1900 -4.5966
C 1.7459 -0.4760 -4.1010
Mo -1.3405 -0.0988 -0.7124
P -2.0943 -0.4104 1.9988
C 0.7164 0.4198 -4.1207
C -0.4992 0.2179 -3.3208
C -1.2200 1.2946 -2.7243
C -2.5064 1.0973 -2.1910
C -3.0323 -0.1989 -2.0019
C -2.2346 -1.3081 -2.3706
C -0.9399 -1.0585 -2.8644
Br -4.5525 -0.4529 -0.6576
H 1.5208 -1.5124 -3.8263
H 0.7487 1.3435 -4.7060
H 3.6673 -2.0592 -3.1624
H 3.0876 1.7409 -5.1728
H 6.0738 -1.4892 -2.9724
H 5.5514 2.0824 -5.0246
H -0.8139 2.3037 -2.7477
H -0.3555 -1.9192 -3.2119
H -3.1319 1.9470 -1.9515
H -2.6383 -2.3124 -2.3280
P 0.8039 1.5023 0.2849
C -2.7710 -2.1318 1.7867
C -4.1314 -2.5068 2.3740
H -1.9996 -2.7910 2.2145
H -2.7757 -2.3220 0.7038
H -4.3624 -3.5429 2.0786
H -4.1320 -2.4830 3.4737
H -4.9389 -1.8654 1.9796
C -3.2280 1.0406 2.2260
C -4.3504 0.9807 3.2568
H -3.6546 1.2462 1.2308
H -2.5514 1.8820 2.4537
H -5.1164 1.7305 2.9937
H -4.8378 -0.0044 3.2976
H -3.9965 1.2673 4.2583
C -1.3383 -0.6309 3.6583
C -2.2462 -1.1310 4.7841
H -0.8979 0.3353 3.9283
H -0.5073 -1.3396 3.4970
H -1.7167 -1.0406 5.7429
H -3.1680 -0.5393 4.8726
H -2.5005 -2.1928 4.6765
C 1.9623 1.3899 1.7218
C 1.3991 1.4078 3.1412
H 2.6394 2.2514 1.6071
H 2.5685 0.4801 1.5923
H 2.1418 1.8396 3.8249
H 0.4745 1.9883 3.2403
H 1.2291 0.3894 3.5094
C -0.0073 3.0958 0.7259
C -0.6186 3.8245 -0.4626
H 0.7724 3.7120 1.2057
H -0.7719 2.8727 1.4871
H -1.0181 4.7876 -0.1188
H 0.1284 4.0320 -1.2402
H -1.4426 3.2610 -0.9202
C 2.0175 2.0200 -1.0014
C 3.4435 1.4786 -0.9113
H 2.0412 3.1176 -0.9598
H 1.5814 1.7364 -1.9718
H 4.0461 1.9399 -1.7011
H 3.9254 1.7127 0.0426
H 3.4967 0.3955 -1.0682
Br 1.9831 -2.1197 3.2761
C 1.2448 -2.5680 1.5423
C 1.4375 -3.8296 0.9953
C 0.8741 -4.0909 -0.2637
C 0.0929 -3.1288 -0.8889
N -0.1130 -1.9205 -0.3177
C 0.5565 -1.6224 0.8138
H 2.0231 -4.5538 1.5517
H 1.0556 -5.0242 -0.7761
H -0.3341 -3.3199 -1.8797
H 0.5429 -0.5605 1.1191
```

What are the Löwdin partial charges on each atom? They are as follows, in elementary charge units: number 1, N, carries 0.33; number 2, C, carries 0.01; number 3, C, carries 0.04; number 4, C, carries -0.17; number 5, C, carries 0.06; number 6, C, carries 0.01; number 7, C, carries 0.01; number 8, Mo, carries 1.31; number 9, P, carries 0.97; number 10, C, carries 0.02; number 11, C, carries -0.15; number 12, C, carries -0.06; number 13, C, carries -0.19; number 14, C, carries -0.63; number 15, C, carries -0.18; number 16, C, carries -0.10; number 17, Br, carries 0.93; number 18, H, carries 0.13; number 19, H, carries 0.15; number 20, H, carries 0.14; number 21, H, carries 0.14; number 22, H, carries 0.17; number 23, H, carries 0.17; number 24, H, carries 0.13; number 25, H, carries 0.12; number 26, H, carries 0.15; number 27, H, carries 0.15; number 28, P, carries 0.96; number 29, C, carries -0.42; number 30, C, carries -0.12; number 31, H, carries 0.09; number 32, H, carries 0.02; number 33, H, carries 0.10; number 34, H, carries 0.08; number 35, H, carries 0.06; number 36, C, carries -0.41; number 37, C, carries -0.11; number 38, H, carries 0.00; number 39, H, carries 0.08; number 40, H, carries 0.10; number 41, H, carries 0.07; number 42, H, carries 0.09; number 43, C, carries -0.38; number 44, C, carries -0.08; number 45, H, carries 0.07; number 46, H, carries 0.01; number 47, H, carries 0.11; number 48, H, carries 0.07; number 49, H, carries 0.08; number 50, C, carries -0.38; number 51, C, carries -0.13; number 52, H, carries 0.11; number 53, H, carries 0.07; number 54, H, carries 0.11; number 55, H, carries 0.07; number 56, H, carries -0.01; number 57, C, carries -0.38; number 58, C, carries -0.13; number 59, H, carries 0.12; number 60, H, carries 0.06; number 61, H, carries 0.11; number 62, H, carries 0.08; number 63, H, carries 0.04; number 64, C, carries -0.37; number 65, C, carries -0.12; number 66, H, carries 0.10; number 67, H, carries 0.05; number 68, H, carries 0.08; number 69, H, carries 0.08; number 70, H, carries 0.07; number 71, Br, carries 0.92; number 72, C, carries -0.57; number 73, C, carries -0.02; number 74, C, carries 0.02; number 75, C, carries -0.09; number 76, N, carries -0.08; number 77, C, carries -0.28; number 78, H, carries 0.14; number 79, H, carries 0.14; number 80, H, carries 0.12; number 81, H, carries -0.02